(1)
DFT (wB97M-V/def2-TZVPD) results for a structure of composition C39H32N12O3RuS3.

```
90
Properties=species:S:1:pos:R:3
Ru 1.47 0.54 0.91
C -0.06 1.29 3.73
C 1.41 1.33 4.02
C 1.88 1.55 5.32
C 3.22 1.56 5.56
C 4.12 1.37 4.49
C 5.53 1.38 4.66
C 6.36 1.21 3.59
C 5.82 1.03 2.31
C 4.45 1.01 2.10
S 3.84 0.74 0.49
C 3.58 1.18 3.20
N 2.23 1.17 3.00
H -0.63 1.08 4.64
H -0.27 0.48 3.03
H -0.39 2.24 3.31
H 1.17 1.68 6.12
H 3.61 1.71 6.56
H 5.93 1.52 5.66
H 7.43 1.22 3.72
H 6.48 0.90 1.46
C -3.45 -2.10 -0.79
N -2.59 -1.11 -0.14
C -1.27 -1.04 -0.15
N -0.87 0.07 0.46
C -2.05 0.65 0.83
N -3.11 -0.03 0.48
C -3.14 -2.21 -2.27
C -3.25 -3.43 -2.92
C -2.99 -3.53 -4.28
C -2.58 -2.41 -5.00
C -2.45 -1.19 -4.34
C -2.75 -1.09 -2.99
C -1.97 -0.02 -5.07
N -1.70 0.11 -6.32
N -1.22 1.40 -6.49
C -1.24 1.95 -5.33
O -1.70 1.11 -4.37
C -0.79 3.28 -4.93
C -0.21 4.14 -5.85
C 0.24 5.38 -5.44
C 0.13 5.76 -4.10
C -0.46 4.91 -3.18
C -0.58 5.29 -1.72
N 0.23 4.41 -0.87
C -0.07 3.20 -0.42
N 1.00 2.68 0.18
C 1.94 3.66 0.05
N 1.51 4.72 -0.58
C -0.92 3.67 -3.60
H -4.46 -1.76 -0.62
H -3.32 -3.06 -0.30
H -0.62 -1.77 -0.60
H -2.11 1.57 1.39
H -3.54 -4.31 -2.36
H -3.09 -4.48 -4.78
H -2.35 -2.48 -6.05
H -2.65 -0.13 -2.50
H -0.12 3.83 -6.89
H 0.69 6.06 -6.15
H 0.50 6.73 -3.78
H -1.62 5.21 -1.39
H -0.24 6.30 -1.55
H -1.03 2.73 -0.54
H 2.94 3.57 0.43
H -1.40 3.00 -2.90
N -3.85 -5.53 2.27
C -2.69 -4.82 2.52
C -2.72 -3.42 2.61
C -1.56 -2.71 2.82
C -0.35 -3.38 2.95
C -0.30 -4.77 2.87
C -1.47 -5.48 2.66
S 1.12 -2.45 3.18
O 2.22 -3.35 3.32
O 0.88 -1.46 4.19
N 1.23 -1.60 1.78
C 1.57 -2.19 0.62
S 1.85 -3.85 0.22
C 2.10 -3.40 -1.44
C 1.99 -2.07 -1.58
N 1.70 -1.38 -0.43
H -4.72 -5.07 2.52
H -3.84 -6.50 2.51
H -3.67 -2.90 2.52
H -1.58 -1.63 2.90
H 0.65 -5.27 2.98
H -1.44 -6.56 2.59
H 2.34 -4.14 -2.18
H 2.12 -1.52 -2.51
```

## Properties
Net charge: +1
E_HOMO (spin up / spin down) in Eh: -0.379 / -0.380
Relative energy (zero: lowest compared OMol25 entry of this formula, charge and spin) in kcal/mol: 3.50
Strongest force on any atom in eV Å⁻¹: 0.42
Expectation value of S²: 8.776
Calculated total energy in Ha: -3677.4495
Multiplicity: 6



(2)
DFT (wB97M-V/def2-TZVPD) results for a cluster of 3 separate species, C32H64N2O6S in total.

```
105
Properties=species:S:1:pos:R:3
C -3.44 -0.75 1.45
C -2.61 0.62 1.58
C -1.06 0.43 1.34
C -0.66 0.30 -0.23
O -1.83 0.49 -1.03
C -1.55 0.56 -2.42
C -0.71 -0.71 -2.97
O -0.69 -0.79 -4.39
C -1.58 -1.79 -4.90
C -0.65 1.85 -2.84
C -1.71 2.92 -3.58
C -1.56 4.47 -3.05
O -2.75 3.50 -2.69
O -2.71 0.63 -3.27
C -3.94 0.55 -2.53
C -5.11 0.75 -3.61
S -6.58 -0.33 -3.35
C -6.09 -1.98 -2.68
C -6.51 -1.99 -1.11
H -4.24 -0.74 2.26
H -2.77 -1.64 1.68
H -3.95 -0.86 0.45
H -3.07 1.46 0.98
H -2.73 0.93 2.67
H -0.51 1.30 1.82
H -0.72 -0.53 1.86
H -0.19 -0.73 -0.33
H 0.16 1.05 -0.39
H -1.03 -1.66 -2.44
H 0.36 -0.52 -2.62
H -2.09 -2.42 -4.12
H -2.41 -1.25 -5.48
H -1.10 -2.49 -5.65
H 0.12 1.60 -3.61
H -0.28 2.42 -1.95
H -1.94 2.76 -4.72
H -0.88 4.65 -2.17
H -2.24 5.27 -3.47
H -4.08 1.40 -1.78
H -4.04 -0.40 -1.93
H -4.68 0.71 -4.66
H -5.49 1.82 -3.50
H -6.64 -2.85 -3.14
H -4.97 -2.18 -2.74
H -5.61 -2.07 -0.42
H -7.31 -2.77 -0.90
H -7.00 -0.99 -0.87
C 2.74 -2.21 -3.66
C 3.92 -2.26 -2.66
C 4.94 -1.16 -2.98
C 5.76 -1.45 -4.22
C 6.46 -2.80 -4.08
C 5.48 -3.95 -3.78
N 4.54 -3.62 -2.66
O 5.23 -3.75 -1.51
C 4.70 -4.29 -5.07
C 6.30 -5.23 -3.50
C 3.23 -1.92 -1.31
H 2.38 -1.18 -3.77
H 2.97 -2.55 -4.66
H 1.90 -2.81 -3.31
H 5.62 -1.01 -2.13
H 4.42 -0.20 -3.11
H 5.13 -1.43 -5.12
H 6.51 -0.66 -4.36
H 7.02 -3.01 -5.00
H 7.21 -2.72 -3.29
H 3.83 -4.92 -4.84
H 5.32 -4.86 -5.76
H 4.38 -3.42 -5.63
H 7.01 -5.11 -2.68
H 6.89 -5.52 -4.38
H 5.64 -6.07 -3.26
H 2.52 -2.70 -1.03
H 2.69 -0.98 -1.40
H 3.95 -1.80 -0.50
C 0.42 2.61 8.43
C -0.01 1.64 7.31
C 1.14 1.42 6.32
C 1.38 2.62 5.41
C 0.09 2.98 4.67
C -1.10 3.22 5.62
N -1.25 2.14 6.64
O -1.82 1.09 6.02
C -0.91 4.60 6.31
C -2.37 3.42 4.78
C -0.24 0.32 8.09
H 1.41 2.34 8.82
H 0.51 3.65 8.13
H -0.28 2.59 9.27
H 0.94 0.55 5.70
H 2.07 1.20 6.86
H 1.75 3.47 5.99
H 2.16 2.39 4.69
H 0.27 3.87 4.06
H -0.15 2.17 3.97
H -1.58 4.70 7.18
H -1.14 5.42 5.63
H 0.11 4.79 6.64
H -2.58 2.57 4.12
H -2.28 4.30 4.13
H -3.25 3.58 5.42
H -1.08 0.41 8.79
H 0.65 0.06 8.66
H -0.44 -0.52 7.43
```

## Properties
Net charge: 0
E_HOMO (spin up / spin down) in Eh: -0.304 / -0.304
Strongest force on any atom in eV Å⁻¹: 4.51
Expectation value of S²: 2.009
Calculated total energy in Ha: -2216.4338
Multiplicity: 3



(3)
DFT (wB97M-V/def2-TZVPD) results for a structure of composition C37H49B3N5O16P.

```
111
Properties=species:S:1:pos:R:3
C 6.36 -1.64 4.17
C 4.94 -1.57 4.78
O 4.08 -0.57 4.28
C 4.58 0.75 4.42
B 3.42 1.80 4.61
O 2.17 1.52 5.15
B 1.07 2.16 4.55
C -0.31 1.43 4.45
C -1.50 2.28 3.97
C -2.70 2.34 4.97
C -3.95 1.58 4.48
C -5.27 2.02 5.17
C -5.87 0.98 6.17
C -7.39 0.84 6.08
C -7.83 0.15 4.78
O -9.20 -0.25 4.91
C -9.83 -0.69 3.80
C -9.75 0.12 2.53
O -10.52 -1.65 3.87
O 1.28 3.43 3.97
B 2.52 3.44 3.37
P 2.69 3.67 1.46
N 1.99 4.93 0.90
O 2.04 2.26 0.96
O 4.28 3.55 1.12
O 3.62 3.12 4.15
H 6.57 -0.98 3.33
H 6.58 -2.67 3.87
H 7.10 -1.39 4.95
H 5.06 -1.40 5.87
H 4.44 -2.53 4.64
H 5.12 1.02 3.50
H 5.32 0.83 5.23
H -0.14 0.60 3.74
H -0.52 0.96 5.43
H -1.20 3.31 3.75
H -1.89 1.87 3.03
H -2.37 1.90 5.93
H -2.95 3.38 5.19
H -3.83 0.50 4.66
H -4.05 1.73 3.40
H -5.10 2.96 5.72
H -6.03 2.24 4.41
H -5.38 0.00 6.06
H -5.64 1.33 7.19
H -7.91 1.80 6.15
H -7.75 0.20 6.90
H -7.19 -0.73 4.59
H -7.68 0.84 3.94
H -10.66 0.75 2.49
H -8.86 0.74 2.41
H -9.83 -0.59 1.69
H 2.64 5.51 0.37
H 2.43 1.92 0.15
H 4.49 2.77 0.58
C -5.31 1.23 -3.02
C -6.37 2.05 -2.68
C -6.81 2.11 -1.36
C -6.17 1.33 -0.42
C -5.11 0.50 -0.74
C -4.68 0.45 -2.06
N -6.61 1.40 0.98
O -7.55 2.12 1.24
O -6.01 0.72 1.80
H -4.97 1.19 -4.05
H -6.86 2.66 -3.43
H -7.63 2.75 -1.08
H -4.63 -0.10 0.02
H -3.86 -0.19 -2.33
C 8.63 -0.86 -3.10
C 7.39 -0.26 -3.29
C 6.60 0.06 -2.19
C 7.07 -0.23 -0.93
C 8.30 -0.83 -0.72
C 9.08 -1.14 -1.82
N 6.25 0.12 0.24
O 5.16 0.63 0.03
O 6.69 -0.11 1.34
H 9.24 -1.10 -3.95
H 7.04 -0.04 -4.29
H 5.64 0.52 -2.34
H 8.65 -1.04 0.29
H 10.05 -1.61 -1.67
C 1.63 -2.13 -1.25
C 2.86 -1.69 -1.72
C 3.32 -2.08 -2.97
C 2.53 -2.92 -3.73
C 1.30 -3.38 -3.28
C 0.86 -2.98 -2.03
N 3.00 -3.33 -5.06
O 4.09 -2.92 -5.42
O 2.28 -4.04 -5.73
H 1.28 -1.82 -0.28
H 3.46 -1.02 -1.11
H 4.27 -1.74 -3.34
H 0.71 -4.04 -3.90
H -0.10 -3.33 -1.67
C 2.43 -3.94 -8.86
C 2.48 -2.58 -8.59
C 1.95 -1.67 -9.48
C 1.35 -2.14 -10.64
C 1.29 -3.49 -10.93
C 1.84 -4.39 -10.03
N 0.76 -1.18 -11.58
O 0.85 0.00 -11.31
O 0.22 -1.62 -12.58
H 2.85 -4.65 -8.16
H 2.95 -2.23 -7.68
H 1.99 -0.61 -9.28
H 0.83 -3.83 -11.85
H 1.80 -5.45 -10.25
```

## Properties
Net charge: 0
E_HOMO in Eh: -0.331
Strongest force on any atom in eV Å⁻¹: 1.88
Calculated total energy in Ha: -3332.7550



(4)
DFT (wB97M-V/def2-TZVPD) results for a structure of composition C17H18AuF6N4O5Sb.

```
52
Properties=species:S:1:pos:R:3
Au -1.27 -1.94 -0.12
N -1.38 0.55 3.08
C -0.19 0.00 3.51
C 0.09 -1.03 2.67
N -0.91 -1.11 1.74
C -1.77 -0.13 2.01
C -2.86 0.05 1.07
N -2.88 -0.78 0.03
C -3.95 -0.45 -0.75
C -4.59 0.59 -0.15
N -3.89 0.88 1.00
H -1.78 1.44 3.35
H 0.34 0.39 4.35
H 0.93 -1.70 2.67
H -4.19 -0.99 -1.65
H -5.45 1.16 -0.44
H -3.96 1.72 1.58
F -3.12 3.51 0.03
Sb -1.64 3.79 1.16
F -0.60 4.59 -0.17
F -2.35 5.40 1.79
F -0.28 3.80 2.46
F -2.72 2.81 2.50
F -1.02 2.05 0.68
O 1.77 -1.46 -0.11
C 1.49 -2.63 -0.20
O 0.31 -3.17 -0.19
C 2.60 -3.67 -0.30
C 2.28 -5.06 -0.43
C 3.24 -6.04 -0.53
C 4.55 -5.58 -0.52
O 5.66 -6.28 -0.61
C 6.76 -5.36 -0.55
O 6.18 -4.06 -0.42
C 4.87 -4.20 -0.40
C 3.90 -3.22 -0.29
H 1.23 -5.33 -0.44
H 3.00 -7.09 -0.63
H 7.32 -5.41 -1.48
H 7.37 -5.58 0.32
H 4.11 -2.16 -0.21
C -2.19 -2.41 -4.15
C -1.54 -1.75 -2.95
C -0.05 -1.53 -3.16
O -1.81 -2.63 -1.85
H -2.10 -1.76 -5.02
H -3.25 -2.60 -3.96
H -1.71 -3.36 -4.37
H -2.00 -0.77 -2.78
H 0.45 -2.49 -3.31
H 0.42 -1.03 -2.30
H 0.12 -0.91 -4.04
```

## Properties
Net charge: +1
E_HOMO (spin up / spin down) in Eh: -0.434 / -0.434
Relative energy (zero: lowest compared OMol25 entry of this formula, charge and spin) in kcal/mol: 38.58
Strongest force on any atom in eV Å⁻¹: 0.35
Expectation value of S²: 0.766
Calculated total energy in Ha: -2228.8352
Multiplicity: 2



(5)
DFT (wB97M-V/def2-TZVPD) results for an isolated molecule of C5H9NO.

```
16
Properties=species:S:1:pos:R:3
C -0.60 1.58 0.32
C 2.08 -0.21 0.36
C -1.38 -0.82 -0.31
C -0.40 0.18 -0.17
C 0.81 -0.50 -0.39
O -2.68 -0.59 -0.59
N -0.91 -2.06 -0.47
H -2.85 0.35 -0.72
H -0.32 -2.34 0.30
H 0.97 -1.04 -1.32
H -0.58 2.30 -0.50
H 0.18 1.87 1.03
H -1.55 1.69 0.84
H 2.77 -1.04 0.27
H 2.58 0.67 -0.07
H 1.89 -0.02 1.42
```

## Properties
Structure (SMILES): [H]/N=C(O)\C(C)=C\C
Net charge: 0
E_HOMO in Eh: -0.313
Relative energy (zero: lowest compared OMol25 entry of this formula, charge and spin) in kcal/mol: 76.74
Strongest force on any atom in eV Å⁻¹: 2.24
Calculated total energy in Ha: -325.8153



(6)
DFT (wB97M-V/def2-TZVPD) results for a structure of composition C26H31AsCl2O7P2RuSi.

```
71
Properties=species:S:1:pos:R:3
Ru 0.96 0.39 0.53
Cl -0.77 -1.18 -0.20
C -0.17 -2.88 -0.25
Cl 0.82 -3.21 -1.65
H -1.07 -3.49 -0.29
H 0.41 -3.04 0.65
C -0.71 4.65 1.59
C 0.27 3.58 2.05
O 1.01 4.08 3.16
P -0.60 2.06 2.62
O 0.35 1.34 3.65
O -1.82 2.45 3.55
O -0.90 1.14 1.48
P 1.38 3.02 0.69
O 2.20 4.33 0.43
O 2.22 1.89 1.30
O 0.60 2.46 -0.47
H -1.30 5.00 2.43
H -1.37 4.27 0.81
H -0.16 5.50 1.19
H 1.88 3.66 3.18
H 0.52 1.82 4.47
H -2.58 2.86 3.12
H 2.88 4.28 -0.27
C 5.26 3.98 -1.51
C 4.19 3.94 -2.39
C 3.32 2.86 -2.39
C 3.53 1.81 -1.50
C 4.60 1.84 -0.62
C 5.47 2.92 -0.62
As 2.30 0.32 -1.44
C 3.37 -1.12 -2.10
C 4.40 -1.79 -1.47
C 5.10 -2.76 -2.17
C 4.75 -3.05 -3.49
C 3.72 -2.37 -4.12
C 3.01 -1.39 -3.42
C 1.87 -0.61 -3.95
C 1.30 -0.75 -5.21
C 0.21 0.03 -5.57
C -0.33 0.95 -4.68
C 0.23 1.11 -3.42
C 1.33 0.34 -3.08
H 5.93 4.82 -1.51
H 4.03 4.76 -3.08
H 2.48 2.84 -3.08
H 4.74 1.04 0.10
H 6.30 2.95 0.07
H 4.65 -1.58 -0.43
H 5.91 -3.30 -1.70
H 5.30 -3.81 -4.03
H 3.46 -2.61 -5.14
H 1.69 -1.47 -5.92
H -0.23 -0.09 -6.55
H -1.18 1.55 -4.97
H -0.17 1.83 -2.71
C 5.19 -3.62 1.69
Si 3.57 -3.34 2.56
C 3.82 -2.81 4.33
C 2.49 -4.85 2.44
C 2.67 -1.96 1.68
C 2.00 -1.04 1.23
H 5.74 -4.42 2.19
H 5.82 -2.73 1.70
H 5.03 -3.93 0.66
H 4.35 -3.59 4.88
H 2.87 -2.63 4.82
H 4.41 -1.90 4.38
H 2.96 -5.71 2.91
H 2.30 -5.11 1.39
H 1.52 -4.69 2.93
```

## Properties
Net charge: +1
E_HOMO (spin up / spin down) in Eh: -0.407 / -0.407
Relative energy (zero: lowest compared OMol25 entry of this formula, charge and spin) in kcal/mol: 0.00
Strongest force on any atom in eV Å⁻¹: 0.63
Expectation value of S²: 0.771
Calculated total energy in Ha: -5759.2967
Multiplicity: 2